No. 1
A single CH3F2NO molecule, computed with ωB97M-V/def2-TZVPD.

Summary:
**HOMO-LUMO gap**: 11.11 eV
**E_LUMO**: 0.501 eV
**Structure (SMILES)**: NC(O)(F)F
**Total charge**: 0

Last column: Mulliken charge in e.
Atoms and positions in Å:
N -0.5125 -0.0686 -0.3985  -0.59
C 0.8913 0.9366 0.2262  0.72
O 1.5138 0.3401 1.2880  -0.47
F 1.8445 1.2218 -0.7276  -0.23
F 0.4759 2.1215 0.6451  -0.25
H -1.0070 -0.1973 0.4237  0.23
H -0.1137 -1.0616 -0.5406  0.27
H 0.9768 0.5328 2.0704  0.33

=====

No. 2
2 unconnected molecules or ions with the total composition CH3F2OP, computed with ωB97M-V/def2-TZVPD.

Summary:
**HOMO-LUMO gap (alpha / beta)**: 8.51 / 7.83 eV
**E_LUMO (alpha / beta)**: -0.521 / -0.282 eV
**Total charge**: 0

Last column: Mulliken charge in e.
Atoms and positions in Å:
C -2.1267 0.3418 -0.3364  0.10
O 0.9496 1.3352 1.2219  -0.42
F -2.5709 -0.9785 -0.2330  -0.24
F -2.4785 0.9951 0.7610  -0.16
P 0.8143 0.6756 -0.2756  0.17
H -2.6416 0.6157 -1.2571  0.18
H 0.8057 0.8688 1.9752  0.31
H 1.4564 1.9002 -0.7841  0.06

=====

No. 3
2 unconnected molecules or ions with the total composition CH3F2OPS, computed with ωB97M-V/def2-TZVPD.

Summary:
**HOMO-LUMO gap**: 10.56 eV
**E_LUMO**: 0.451 eV
**Structure (SMILES)**: FP(F)S.C=O
**Total charge**: 0

Last column: Mulliken charge in e.
Atoms and positions in Å:
F -1.8225 -1.7454 1.7860  -0.24
P -0.6126 -0.8676 1.2208  0.53
F -1.6910 -0.3869 0.0175  -0.30
S 0.2566 -2.3936 0.0722  -0.22
H 1.5551 -2.1147 0.6922  0.19
C 0.5892 1.8685 -0.9490  -0.02
O 1.0134 0.8222 -0.5063  -0.36
H -0.2086 2.2846 -0.4802  0.22
H 0.9205 2.5330 -1.8532  0.20

=====

No. 4
A molecular structure, CH3F2PS, computed with ωB97M-V/def2-TZVPD.

Summary:
**HOMO-LUMO gap**: 7.59 eV
**E_LUMO**: -1.156 eV
**Total charge**: 0

Last column: Mulliken charge in e.
Atoms and positions in Å:
C 0.9069 0.2788 -0.7274  -0.84
F -1.8339 -1.5780 0.7183  -0.24
F -1.9019 0.7181 0.5162  -0.16
P -1.5163 -0.2606 1.6791  0.55
S 1.2502 -0.1880 0.9687  -0.24
H 0.7514 1.3611 -0.9455  0.30
H 0.3787 -0.5907 -1.0843  0.34
H 1.9650 0.2594 -1.1250  0.28

=====

No. 5
2 unconnected molecules or ions with the total composition CH3F2PS2, computed with ωB97M-V/def2-TZVPD.

Summary:
**HOMO-LUMO gap**: 8.36 eV
**E_LUMO**: -0.512 eV
**Structure (SMILES)**: FP(F)S.C=S
**Total charge**: 0

Last column: Mulliken charge in e.
Atoms and positions in Å:
F 0.3257 -1.3051 -0.3006  -0.24
P -1.1266 -1.0936 0.4130  0.49
F -1.2098 0.2654 -0.3806  -0.18
S -2.1760 -2.3580 -0.8779  -0.25
H -3.0255 -2.7674 0.2495  0.18
C 1.8640 1.7137 0.0637  -0.39
S 1.5613 1.5454 1.6385  -0.19
H 1.0386 1.9940 -0.4744  0.27
H 2.7483 2.0056 -0.3311  0.31

=====

No. 6
A gas-phase ion, CH3F3NS (charge +1), computed with ωB97M-V/def2-TZVPD.

Summary:
**HOMO-LUMO gap**: 9.64 eV
**E_LUMO**: -8.004 eV
**Structure (SMILES)**: C[N+]#S(F)(F)F
**Total charge**: +1

Last column: Mulliken charge in e.
Atoms and positions in Å:
C -0.1750 0.1021 0.0841  -0.63
N 0.2182 1.0913 1.0204  -0.07
S 1.0761 1.1937 2.2371  1.08
F 0.5922 2.5590 2.9409  -0.10
F 1.3414 0.3869 3.6497  -0.11
F 2.6548 1.6796 2.0686  -0.13
H 0.5168 -0.1704 -0.7930  0.31
H -1.0099 0.4010 -0.5379  0.32
H -0.5452 -0.7407 0.6325  0.33

=====

No. 7
2 unconnected molecules or ions with the total composition CH3F3O, computed with ωB97M-V/def2-TZVPD.

Summary:
**HOMO-LUMO gap**: 12.31 eV
**E_LUMO**: 0.883 eV
**Structure (SMILES)**: FC(F)F.O
**Total charge**: 0

Last column: Mulliken charge in e.
Atoms and positions in Å:
F 0.0000 0.0000 0.0000  -0.20
C 1.0832 0.5116 -0.6198  0.47
F 1.1285 1.7170 -0.2362  -0.20
F 2.1789 -0.0680 -0.1090  -0.21
H 1.1530 0.4690 -1.7257  0.13
O 1.1955 -1.7720 3.9051  -0.64
H 0.6423 -1.0390 3.5518  0.32
H 0.5629 -2.3483 4.3909  0.32

=====

No. 8
2 unconnected molecules or ions with the total composition CH3FIN, computed with ωB97M-V/def2-TZVPD.

Summary:
**HOMO-LUMO gap (alpha / beta)**: 8.00 / 8.00 eV
**E_LUMO (alpha / beta)**: -0.778 / -0.778 eV
**Total charge**: 0

Last column: Mulliken charge in e.
Atoms and positions in Å:
C 0.2060 0.2164 -0.5340  -0.03
N -0.6998 0.6173 0.3871  -0.33
F 0.3983 -2.1003 0.0945  -0.72
I 2.1611 0.2519 0.0188  0.22
H 0.0986 -0.3049 -1.4817  0.36
H -0.3823 0.7867 1.3380  0.22
H -1.7818 0.5328 0.1774  0.28

=====

For reference, strongest force on any atom by record: 5.415, 4.161, 3.608, 4.047, 3.720, 4.321, 4.129, 3.821 eV Å⁻¹.
For reference, ΔE to the lowest compared entry with this formula, charge and spin by record: 219.8, 527.7, 190.6, 177.7, 212.8, 171.3, 16.2, 231.8 kJ/mol.